1.
The following is a quantum chemistry calculation of 11 unconnected molecules or ions with the total composition C48H119N5O20 in a non-equilibrium geometry, from OMol25.

Computed properties:
E (eV): -100093.856
SMILES: CC1(C)CCCC(C)(C)N1O.CC1(C)CCCC(C)(C)N1O.COCCNCCOC.COCCNCCOC.COCCNCCOC.OCCO.OCCO.OCCO.OCCO.OCCO.OCCO
ΔE to the lowest compared entry with this formula, charge and spin (eV): 0.0000

```
! RIJCOSX wB97M-V def2-TZVPD def2/J DEFGRID3
* xyz 0 1
C -2.324 2.363 0.744
C -0.910 2.017 0.350
C -0.252 3.267 -0.227
C -0.158 1.550 1.635
C 1.224 0.990 1.304
C 1.002 -0.178 0.344
C 0.167 0.073 -0.956
C 1.168 0.753 -2.017
C -0.285 -1.272 -1.502
N -1.042 0.926 -0.609
O -1.838 1.161 -1.735
H -2.347 2.929 1.675
H -2.793 3.020 0.010
H -2.989 1.533 0.983
H 0.837 3.222 -0.255
H -0.496 3.366 -1.285
H -0.629 4.155 0.279
H -0.063 2.449 2.245
H -0.735 0.835 2.221
H 1.988 1.683 0.950
H 1.624 0.698 2.276
H 0.678 -1.044 0.920
H 1.997 -0.521 0.059
H 2.107 0.210 -2.128
H 1.354 1.808 -1.813
H 0.739 0.677 -3.016
H -1.106 -1.599 -0.864
H 0.529 -1.994 -1.432
H -0.633 -1.264 -2.535
H -2.489 0.464 -1.632
C 5.846 -3.940 3.738
C 4.413 -4.509 3.509
C 4.143 -5.744 4.479
C 3.392 -3.455 3.885
C 3.264 -2.255 2.885
C 3.010 -2.810 1.479
C 4.086 -3.851 0.993
C 3.405 -4.438 -0.211
C 5.433 -3.241 0.738
N 4.169 -4.889 2.116
O 4.937 -5.959 1.766
H 6.540 -4.604 3.221
H 5.963 -2.920 3.369
H 6.165 -3.973 4.779
H 3.930 -5.416 5.496
H 3.290 -6.367 4.211
H 4.929 -6.499 4.445
H 2.415 -3.938 3.908
H 3.610 -3.101 4.892
H 2.522 -1.493 3.121
H 4.164 -1.641 2.868
H 3.224 -1.875 0.962
H 1.983 -3.118 1.283
H 3.284 -3.628 -0.929
H 2.546 -5.095 -0.078
H 4.182 -5.080 -0.628
H 5.772 -2.430 1.381
H 5.461 -2.862 -0.284
H 6.210 -4.004 0.704
H 4.323 -6.618 1.435
C -0.900 -4.874 -1.638
O 0.486 -4.579 -1.983
C 0.622 -4.368 -3.380
C 2.101 -4.175 -3.624
N 2.536 -2.827 -3.232
C 3.987 -2.750 -3.338
C 4.504 -1.473 -2.715
O 4.107 -1.166 -1.341
C 4.918 -0.152 -0.771
H -1.653 -4.298 -2.177
H -1.113 -4.650 -0.593
H -1.208 -5.916 -1.720
H 0.097 -3.509 -3.798
H 0.319 -5.281 -3.891
H 2.368 -4.341 -4.668
H 2.667 -4.845 -2.977
H 2.289 -2.605 -2.279
H 4.352 -2.928 -4.349
H 4.475 -3.525 -2.747
H 4.294 -0.602 -3.335
H 5.585 -1.609 -2.716
H 4.907 -0.244 0.315
H 4.380 0.768 -0.998
H 5.976 -0.269 -1.006
C -3.274 -1.010 1.892
O -3.763 -2.391 2.145
C -5.037 -2.566 2.802
C -5.027 -2.330 4.321
N -4.326 -3.475 4.977
C -3.755 -3.260 6.264
C -2.490 -2.340 6.242
O -1.520 -3.033 5.514
C -0.312 -2.330 5.307
H -4.093 -0.293 1.834
H -2.683 -0.960 0.977
H -2.664 -0.715 2.745
H -5.388 -3.581 2.615
H -5.819 -1.929 2.387
H -6.038 -2.312 4.728
H -4.539 -1.379 4.535
H -3.529 -3.694 4.397
H -3.436 -4.218 6.675
H -4.442 -2.735 6.928
H -2.170 -2.183 7.272
H -2.569 -1.323 5.857
H 0.388 -3.032 4.854
H 0.071 -1.910 6.237
H -0.541 -1.568 4.562
C 3.275 3.817 -1.570
O 2.577 3.664 -2.811
C 3.506 3.278 -3.811
C 2.588 2.658 -4.868
N 1.746 3.594 -5.569
C 2.354 4.315 -6.662
C 1.233 4.955 -7.560
O 0.460 5.871 -6.826
C -0.636 6.364 -7.575
H 4.152 4.465 -1.592
H 3.532 2.850 -1.138
H 2.585 4.265 -0.855
H 4.282 2.571 -3.518
H 3.916 4.203 -4.218
H 1.924 2.004 -4.304
H 3.177 2.001 -5.508
H 0.918 3.110 -5.886
H 3.014 3.591 -7.139
H 2.889 5.119 -6.157
H 0.597 4.160 -7.950
H 1.629 5.422 -8.461
H -0.454 6.550 -8.633
H -1.055 7.272 -7.143
H -1.456 5.649 -7.514
O -1.854 7.593 -2.611
C -3.027 6.820 -2.456
C -2.638 5.489 -1.817
O -2.341 4.456 -2.811
H -1.690 7.853 -1.701
H -3.804 7.303 -1.863
H -3.429 6.637 -3.452
H -3.456 5.084 -1.220
H -1.769 5.630 -1.175
H -2.842 3.667 -2.592
O -3.879 -0.769 -2.187
C -4.037 -2.146 -1.798
C -5.445 -2.376 -1.166
O -6.547 -2.265 -2.066
H -4.124 -0.636 -3.105
H -3.812 -2.831 -2.615
H -3.334 -2.502 -1.045
H -5.624 -1.679 -0.347
H -5.407 -3.357 -0.693
H -6.632 -3.092 -2.546
O -0.833 1.158 7.238
C -1.848 1.869 6.566
C -1.422 2.208 5.097
O -0.553 3.319 5.207
H -0.073 1.671 6.955
H -2.640 1.133 6.428
H -2.078 2.788 7.105
H -2.242 2.635 4.520
H -1.071 1.324 4.565
H -1.028 4.023 4.760
O 1.814 1.902 7.269
C 2.937 1.378 6.484
C 2.391 1.059 5.093
O 2.109 2.176 4.294
H 2.116 2.306 8.085
H 3.642 2.172 6.240
H 3.346 0.526 7.027
H 1.458 0.496 5.089
H 3.135 0.547 4.483
H 1.285 2.479 4.681
O -3.219 0.892 -6.297
C -1.933 0.751 -5.665
C -1.555 2.015 -4.921
O -1.033 2.960 -5.849
H -3.193 1.704 -6.809
H -2.226 -0.011 -4.943
H -1.181 0.234 -6.262
H -0.823 1.872 -4.126
H -2.466 2.400 -4.462
H -1.597 2.983 -6.625
O -8.240 1.128 -0.349
C -7.356 2.253 -0.198
C -5.869 2.010 -0.324
O -5.549 1.637 -1.623
H -8.038 0.880 -1.254
H -7.696 2.990 -0.926
H -7.544 2.727 0.765
H -5.572 1.289 0.438
H -5.372 2.967 -0.168
H -5.113 0.784 -1.687
*
```



2.
The following is a quantum chemistry calculation of 2 unconnected molecules or ions with the total composition CH6NO in a non-equilibrium geometry, from OMol25.

Computed properties:
E (eV): -4670.943
ΔE to the lowest compared entry with this formula, charge and spin (eV): 0.4239

```
! RIJCOSX wB97M-V def2-TZVPD def2/J DEFGRID3
* xyz -1 1
O 1.118 -1.233 -0.972
H 1.822 -1.780 -0.602
C -0.059 0.676 0.898
N -1.171 0.713 -0.020
H 0.682 -0.121 0.781
H -0.347 0.441 1.923
H 0.537 1.589 0.871
H -0.945 0.097 -0.799
H -1.963 0.311 0.462
*
```



3.
The following is a quantum chemistry calculation of a molecular structure, C4H31O14S2 in a non-equilibrium geometry, from OMol25.

Computed properties:
E (eV): -54989.436
ΔE to the lowest compared entry with this formula, charge and spin (eV): 0.9675

```
! RIJCOSX wB97M-V def2-TZVPD def2/J DEFGRID3
* xyz -1 1
C 2.216 -0.196 -2.770
C 2.288 0.209 -1.273
O 1.274 0.679 -0.720
O 3.340 -0.110 -0.656
C 1.189 0.720 -3.500
S -0.088 1.350 -2.264
S -1.640 2.143 -3.229
C -1.631 3.810 -3.906
H 3.053 0.029 -3.397
H 2.118 -1.295 -2.878
H 0.592 0.073 -4.138
H 1.638 1.447 -4.195
H -1.701 3.825 -5.019
H -2.527 4.269 -3.533
H -0.848 4.486 -3.590
H -0.949 2.962 1.328
H 0.312 2.384 0.666
O -0.508 2.135 1.114
H -1.145 -1.429 3.010
H -0.363 -1.639 1.692
O -1.272 -1.417 2.049
H 1.406 1.293 2.956
H -0.045 1.315 3.151
O 0.754 1.277 3.696
H 0.437 -2.292 -0.923
H 0.030 -0.795 -0.493
O -0.019 -1.776 -0.250
H 2.997 -2.760 -0.407
H 1.738 -3.033 0.249
O 2.341 -3.486 -0.359
H -1.739 -1.924 -0.113
H -2.716 -2.373 0.940
O -2.618 -2.342 -0.017
H -4.047 -1.417 -0.624
H -3.687 -0.067 -1.061
O -4.402 -0.702 -1.183
H 0.880 -0.535 3.015
H 1.809 -0.732 1.732
O 1.360 -1.167 2.467
H -2.734 -3.959 -0.474
H -2.000 -5.120 -1.056
O -2.723 -4.941 -0.440
H 2.290 0.901 5.809
H 1.386 1.887 5.073
O 1.937 1.788 5.882
H 3.372 1.736 2.087
H 2.785 1.199 0.777
O 2.533 1.574 1.635
H -2.079 0.204 1.613
H -1.938 1.049 0.472
O -2.657 0.765 1.054
*
```



4.
The following is a quantum chemistry calculation of a molecular structure, C27H33AsBrN8O8S2Ti, from OMol25.

Computed properties:
E (eV): -232507.485
<S²>: 0.7521
ΔE to the lowest compared entry with this formula, charge and spin (eV): 0.0000

```
! RIJCOSX wB97M-V def2-TZVPD def2/J DEFGRID3
* xyz 0 2
Ti 0.219 -0.759 1.043
C 2.265 -1.545 3.828
C 2.132 -2.711 2.857
N 0.819 -2.683 2.200
C -0.299 -3.023 3.112
C -0.909 -1.800 3.801
N -0.874 -0.588 2.956
C -0.485 0.632 3.681
C 0.972 0.548 4.140
N 1.764 -0.304 3.239
H 3.309 -1.464 4.146
H 1.689 -1.761 4.728
H 2.284 -3.654 3.395
H 2.898 -2.638 2.092
H 0.808 -3.368 1.450
H 0.037 -3.736 3.873
H -1.066 -3.509 2.518
H -0.395 -1.587 4.737
H -1.945 -2.039 4.048
H -1.821 -0.422 2.605
H -1.145 0.809 4.537
H -0.599 1.463 2.988
H 1.037 0.152 5.157
H 1.382 1.557 4.164
H 2.513 0.233 2.826
N -0.062 4.869 -4.194
C 0.372 4.340 -2.986
C 1.720 4.017 -2.799
C 2.163 3.537 -1.581
C 1.260 3.368 -0.539
C -0.080 3.700 -0.704
C -0.521 4.178 -1.923
S 1.769 2.622 0.969
O 3.140 2.962 1.231
O 0.780 2.940 1.962
N 1.638 1.012 0.720
C 2.599 0.303 0.103
N 2.380 -1.026 0.282
C 3.207 -1.880 -0.310
C 4.273 -1.451 -1.071
C 4.407 -0.072 -1.207
N 3.593 0.805 -0.647
H 0.509 4.682 -5.001
H -1.051 4.821 -4.376
H 2.421 4.162 -3.613
H 3.201 3.278 -1.428
H -0.779 3.556 0.106
H -1.566 4.434 -2.050
H 3.003 -2.936 -0.170
H 4.950 -2.143 -1.547
H 5.205 0.343 -1.814
O -2.907 -3.855 -0.387
As -2.901 -2.317 0.493
O -3.709 -2.582 1.878
O -1.257 -1.979 0.652
C -3.447 -1.146 -0.949
C -3.988 -1.730 -2.088
C -4.306 -0.951 -3.194
C -4.079 0.414 -3.170
C -3.539 1.007 -2.037
C -3.222 0.231 -0.934
S -2.579 1.058 0.510
O -3.211 0.377 1.622
O -2.861 2.455 0.335
O -1.106 0.807 0.511
H -3.374 -4.474 0.190
H -4.149 -2.798 -2.109
H -4.734 -1.418 -4.071
H -4.333 1.025 -4.028
H -3.373 2.074 -1.985
Br 0.358 -3.592 -1.405
C 0.134 -1.883 -2.195
C -0.093 -1.854 -3.563
C -0.211 -0.619 -4.172
C -0.080 0.522 -3.397
C 0.127 0.382 -2.040
N 0.219 -0.811 -1.427
H -0.171 -2.777 -4.117
H -0.393 -0.555 -5.237
H -0.145 1.516 -3.819
H 0.210 1.246 -1.401
*
```



5.
The following is a quantum chemistry calculation of a molecular structure, C29H32AsBrN5O3SY in a non-equilibrium geometry, from OMol25.

Computed properties:
E (eV): -186936.690

```
! RIJCOSX wB97M-V def2-TZVPD def2/J DEFGRID3
* xyz 2 1
Y -1.371 -1.118 -0.951
N -0.821 -2.141 1.396
C 0.570 -2.653 1.263
C 1.267 -3.054 2.573
C 1.143 -2.140 3.801
C 1.846 -0.777 3.731
N 3.235 -0.877 3.319
C 4.301 -1.010 4.082
N 4.236 -0.976 5.415
N 5.492 -1.168 3.493
C 1.370 -1.698 0.335
O 2.519 -1.371 0.595
O 0.727 -1.356 -0.721
H -0.851 -1.477 2.165
H -1.421 -2.910 1.680
H 0.507 -3.562 0.659
H 2.319 -3.221 2.337
H 0.861 -4.023 2.869
H 1.559 -2.693 4.646
H 0.089 -1.974 4.041
H 1.776 -0.282 4.700
H 1.362 -0.120 3.004
H 3.330 -1.040 2.305
H 3.364 -0.872 5.900
H 5.070 -1.026 5.975
H 5.562 -1.206 2.490
H 6.337 -1.259 4.028
S -1.351 -1.182 -3.470
C -0.468 0.262 -3.999
C -0.165 0.339 -5.361
C 0.464 1.450 -5.891
C 0.803 2.524 -5.078
C 0.522 2.459 -3.727
C -0.098 1.335 -3.176
As -0.421 1.368 -1.266
C -1.430 3.020 -1.095
C -2.755 2.976 -1.523
C -3.537 4.118 -1.479
C -2.999 5.302 -0.992
C -1.681 5.346 -0.564
C -0.890 4.207 -0.616
C 1.298 1.758 -0.464
C 2.488 1.585 -1.157
C 3.696 1.806 -0.512
C 3.717 2.193 0.819
C 2.528 2.360 1.518
C 1.318 2.133 0.880
H -0.442 -0.488 -6.001
H 0.686 1.481 -6.950
H 1.277 3.401 -5.498
H 0.776 3.289 -3.078
H -3.161 2.049 -1.920
H -4.561 4.090 -1.827
H -3.608 6.195 -0.955
H -1.264 6.273 -0.192
H 0.145 4.240 -0.297
H 2.470 1.292 -2.198
H 4.623 1.685 -1.057
H 4.662 2.384 1.314
H 2.545 2.689 2.550
H 0.382 2.292 1.407
O -6.741 -4.787 -1.441
C -5.752 -3.938 -1.240
C -5.918 -2.598 -0.871
C -4.809 -1.811 -0.689
N -3.548 -2.253 -0.842
C -3.418 -3.535 -1.199
Br -1.606 -4.116 -1.414
C -4.444 -4.412 -1.409
H -7.612 -4.392 -1.318
H -6.906 -2.177 -0.733
H -4.922 -0.770 -0.412
H -4.267 -5.436 -1.706
*
```



6.
The following is a quantum chemistry calculation of C9H14N2 in the gas phase in a non-equilibrium geometry, from OMol25.

Computed properties:
E (eV): -12537.783
SMILES: [H]/N=C(/C(C#N)=C(C)C)C(C)C
ΔE to the lowest compared entry with this formula, charge and spin (eV): 2.6520

```
! RIJCOSX wB97M-V def2-TZVPD def2/J DEFGRID3
* xyz 0 1
H 1.525 1.405 -1.642
N 0.583 1.054 -1.653
C 0.549 0.019 -0.882
C -0.799 -0.513 -0.484
C -0.965 -1.873 -0.256
N -1.115 -2.972 0.029
C -1.819 0.374 -0.191
C -1.738 1.870 -0.238
C -3.019 -0.050 0.555
C 1.655 -0.699 -0.242
C 3.035 0.023 -0.452
C 1.325 -0.902 1.262
H -2.695 2.241 -0.599
H -1.501 2.184 0.765
H -0.772 2.079 -0.924
H -3.086 -1.196 0.612
H -3.955 0.500 0.341
H -2.828 0.339 1.599
H 1.740 -1.715 -0.645
H 2.949 1.082 -0.001
H 4.008 -0.289 -0.115
H 3.387 -0.021 -1.469
H 0.707 -1.766 1.198
H 2.117 -1.131 1.924
H 0.715 -0.045 1.506
*
```



7.
The following is a quantum chemistry calculation of 2 unconnected molecules or ions with the total composition C21H24O in a non-equilibrium geometry, from OMol25.

Computed properties:
E (eV): -24211.485
ΔE to the lowest compared entry with this formula, charge and spin (eV): 0.4528

```
! RIJCOSX wB97M-V def2-TZVPD def2/J DEFGRID3
* xyz 0 1
C 2.982 -3.174 -2.168
C 1.899 -2.318 -2.829
C 2.399 -1.890 -4.208
C 0.680 -3.228 -3.001
C 1.510 -1.152 -1.894
C 1.553 0.206 -2.260
C 1.109 1.204 -1.413
C 0.658 0.870 -0.057
O 0.244 1.764 0.741
C 0.706 -0.529 0.327
C 1.075 -1.482 -0.583
H 2.656 -3.531 -1.178
H 3.191 -4.053 -2.794
H 3.920 -2.602 -2.045
H 1.636 -1.320 -4.754
H 3.323 -1.298 -4.141
H 2.624 -2.790 -4.798
H -0.142 -2.685 -3.505
H 0.953 -4.100 -3.614
H 0.317 -3.590 -2.025
H 1.957 0.482 -3.254
H 1.090 2.251 -1.688
H 0.396 -0.791 1.316
H 1.005 -2.543 -0.272
C -0.706 3.415 2.486
C 0.122 3.679 3.762
C 0.304 2.299 4.373
C -0.275 1.304 3.559
C -0.866 1.892 2.433
C -1.973 1.220 1.830
C -2.273 -0.132 2.111
C -3.341 -0.781 1.488
C -4.145 -0.073 0.582
C -3.870 1.268 0.303
C -2.802 1.905 0.929
H -1.669 3.923 2.559
H -0.139 3.866 1.633
H 1.074 4.111 3.475
H -0.378 4.384 4.461
H 0.715 2.110 5.358
H -0.306 0.241 3.797
H -1.686 -0.718 2.847
H -3.531 -1.827 1.715
H -4.953 -0.583 0.058
H -4.465 1.846 -0.390
H -2.578 2.952 0.730
*
```



- Which of these has the highest E?
  CH6NO